Record 1
A structure of composition C18H22AlClF6NO16 in a non-equilibrium geometry. Source: the Open Molecules 2025 dataset; level of theory: wB97M-V/def2-TZVPD.

Calculated values
2S+1	1
LUMO	2.04	eV
charge	-1
ΔE to the lowest compared entry with this formula, charge and spin	0.975	eV
Kohn-Sham gap	7.03	eV

CARTESIAN COORDINATES (ANGSTROEM)
N: 3.84 -1.94 -2.19
C: 3.04 -0.81 -2.15
O: 3.50 0.24 -2.41
C: 1.62 -1.04 -1.70
C: 0.61 -0.16 -2.44
Al: -1.20 -1.07 -2.27
F: -2.53 0.09 -2.24
Cl: -1.20 -2.01 -0.21
H: 3.36 -2.75 -2.56
H: 4.71 -1.76 -2.66
H: 1.36 -2.08 -1.91
H: 1.58 -0.91 -0.63
H: 0.61 0.84 -2.01
H: 0.87 -0.06 -3.48
H: -1.42 -2.18 -3.40
C: 4.67 3.02 0.79
C: 3.93 3.20 -0.52
O: 4.16 4.57 -0.81
C: 5.36 4.90 -0.25
O: 5.98 5.88 -0.51
O: 5.74 3.96 0.65
F: 2.60 3.00 -0.36
H: 4.06 3.30 1.63
H: 5.04 2.01 0.93
H: 4.30 2.58 -1.34
C: -4.36 1.42 -5.52
C: -3.54 2.67 -5.65
O: -2.29 2.27 -5.15
C: -2.17 0.93 -5.39
O: -1.16 0.32 -5.33
O: -3.38 0.40 -5.71
F: -4.03 3.68 -4.87
H: -4.81 1.32 -4.53
H: -5.15 1.34 -6.28
H: -3.43 3.04 -6.67
C: -5.09 -4.41 -3.89
C: -4.41 -4.94 -5.13
O: -3.05 -4.73 -4.85
C: -2.90 -4.79 -3.49
O: -1.88 -4.90 -2.92
O: -4.12 -4.69 -2.88
F: -4.76 -4.23 -6.24
H: -5.26 -3.33 -3.95
H: -6.03 -4.90 -3.67
H: -4.59 -6.00 -5.32
C: 2.63 1.79 5.53
C: 2.39 1.98 4.05
O: 2.26 0.66 3.59
C: 1.77 -0.08 4.63
O: 1.29 -1.16 4.53
O: 1.89 0.60 5.79
F: 3.47 2.56 3.45
H: 3.68 1.63 5.76
H: 2.26 2.62 6.13
H: 1.49 2.55 3.81
C: -1.03 -1.09 8.97
C: -1.75 -0.90 7.66
O: -1.58 0.49 7.42
C: -0.42 0.87 8.03
O: 0.15 1.87 7.81
O: 0.00 -0.09 8.90
F: -3.07 -1.18 7.76
H: -1.68 -0.88 9.82
H: -0.60 -2.08 9.08
H: -1.32 -1.46 6.82

Record 2
A structure of composition C3H4LiO3Pt in a non-equilibrium geometry. Source: the Open Molecules 2025 dataset; level of theory: wB97M-V/def2-TZVPD.

Calculated values
2S+1	4
LUMO (alpha / beta)	-10.43 / -12.36	eV
charge	+2
ΔE to the lowest compared entry with this formula, charge and spin	3.894	eV
Kohn-Sham gap (alpha / beta)	6.54 / 7.26	eV
expectation value of S²	3.76

CARTESIAN COORDINATES (ANGSTROEM)
O: -0.06 0.49 1.10
C: -0.04 0.82 -0.16
C: -0.72 0.28 -1.35
Pt: -0.67 1.94 2.22
Li: -0.28 -1.52 2.49
H: 1.02 0.99 -0.43
H: -1.62 0.44 -0.43
H: -0.02 0.27 -2.20
H: -1.32 1.08 -1.82
O: 1.07 -1.62 -0.93
C: 1.42 -1.40 0.20
O: 1.24 -1.77 1.31

Record 3
A structure of composition C7H12O2 in a non-equilibrium geometry. Source: the Open Molecules 2025 dataset; level of theory: wB97M-V/def2-TZVPD.

Calculated values
2S+1	1
LUMO	0.66	eV
charge	0
ΔE to the lowest compared entry with this formula, charge and spin	3.630	eV
Kohn-Sham gap	8.49	eV

CARTESIAN COORDINATES (ANGSTROEM)
C: -1.29 -1.52 1.12
C: -0.92 2.00 0.65
C: 2.16 -0.42 -0.28
C: -0.25 -1.22 0.07
C: -0.31 1.30 -0.51
C: 0.79 -0.19 0.29
C: -0.46 -0.05 -0.89
O: 0.02 -2.44 -0.64
O: 0.12 2.13 -1.54
H: 0.97 -2.62 -0.66
H: -0.36 2.97 -1.53
H: -0.24 -0.29 -1.92
H: -1.69 -0.62 1.57
H: -2.12 -2.08 0.68
H: -0.83 -2.13 1.91
H: -1.87 2.46 0.35
H: -0.26 2.79 1.00
H: -1.09 1.33 1.49
H: 2.24 -1.17 -1.08
H: 2.61 0.51 -0.64
H: 2.79 -0.75 0.56

Record 4
A cluster of 2 separate species, CH2INS in total in a non-equilibrium geometry. Source: the Open Molecules 2025 dataset; level of theory: wB97M-V/def2-TZVPD.

Calculated values
2S+1	1
LUMO (alpha / beta)	-1.87 / -1.81	eV
charge	0
ΔE to the lowest compared entry with this formula, charge and spin	4.161	eV
Kohn-Sham gap (alpha / beta)	6.66 / 6.70	eV

CARTESIAN COORDINATES (ANGSTROEM)
C: 1.77 0.33 0.23
N: 0.48 0.26 0.06
S: 2.01 3.32 -0.09
I: 3.08 -1.26 0.04
H: -0.04 1.12 0.26
H: -0.05 -0.57 -0.07